Entry 1:
A cluster of 2 separate species, CF2N2 in total. Source: the OMol25 dataset; level of theory: the ωB97M-V functional and the def2-TZVPD basis.

## Properties
ΔE to the lowest compared entry with this formula, charge and spin	142.7	kcal per mole
LUMO (spin up / spin down)	-0.1086 / -0.1640	Ha
orbital gap (spin up / spin down)	9.51 / 7.17	eV

```
5
CF2N2, DFT the ωB97M-V functional and the def2-TZVPD basis
C 0.26 0.59 -0.26
N -0.09 1.63 0.05
N 0.55 -0.60 -0.62
F 1.46 -1.18 0.21
F -2.18 -0.44 0.62
```

For each atom in turn, the Mulliken charge in e is: 0.60 -0.27 -0.23 -0.08 -0.03

Entry 2:
A cluster of 9 separate species, C29H50N5O25 in total. Source: the OMol25 dataset; level of theory: the ωB97M-V functional and the def2-TZVPD basis.

## Properties
charge	+1
LUMO	-0.0870	Ha
orbital gap	9.77	eV

```
109
C29H50N5O25, DFT the ωB97M-V functional and the def2-TZVPD basis
N -3.02 -1.33 2.00
C -2.58 -2.65 1.57
C -2.28 -3.58 2.76
O -2.52 -4.94 2.46
C -3.11 -3.34 4.03
N -2.27 -3.04 5.25
C -2.69 -1.88 6.11
C -2.14 -0.48 5.67
N -1.36 -0.44 4.45
N -1.37 -0.01 6.81
N -3.31 0.33 5.42
H -3.09 -0.72 1.19
H -3.98 -1.37 2.33
H -1.64 -2.51 1.03
H -3.27 -3.16 0.89
H -1.21 -3.48 3.00
H -2.21 -5.14 1.57
H -3.83 -2.53 3.96
H -3.64 -4.27 4.21
H -1.30 -2.93 4.96
H -2.31 -3.86 5.86
H -3.77 -1.87 6.11
H -2.35 -2.11 7.12
H -0.38 -0.63 4.58
H -1.76 -0.86 3.62
H -0.58 -0.61 7.02
H -0.99 0.91 6.60
H -3.00 1.28 5.23
H -3.88 0.37 6.25
C -5.97 -4.46 -2.94
C -4.68 -5.11 -2.47
O -4.30 -4.26 -1.37
C -5.40 -3.63 -0.91
O -5.44 -2.99 0.09
O -6.44 -3.83 -1.73
H -6.71 -5.16 -3.31
H -5.79 -3.69 -3.69
H -4.84 -6.12 -2.07
H -3.90 -5.12 -3.22
C -4.12 4.04 2.27
C -2.63 4.16 2.02
O -2.11 4.20 3.37
C -3.00 3.63 4.18
O -2.79 3.33 5.33
O -4.17 3.40 3.56
H -4.64 3.45 1.53
H -4.60 5.02 2.35
H -2.22 3.28 1.52
H -2.34 5.05 1.48
C 1.39 2.50 1.16
C 2.44 3.20 0.31
O 1.65 3.80 -0.73
C 0.39 3.95 -0.27
O -0.47 4.56 -0.82
O 0.23 3.31 0.90
H 1.60 2.49 2.22
H 1.19 1.49 0.81
H 2.96 3.99 0.86
H 3.17 2.52 -0.11
C -1.76 -2.32 -4.19
C -2.13 -1.26 -5.21
O -3.01 -1.98 -6.09
C -3.53 -3.02 -5.41
O -4.42 -3.72 -5.79
O -2.91 -3.18 -4.22
H -1.62 -1.93 -3.18
H -0.89 -2.89 -4.48
H -2.69 -0.43 -4.78
H -1.29 -0.87 -5.78
C 6.52 4.36 -1.49
C 7.30 4.36 -0.19
O 6.63 3.32 0.55
C 6.03 2.49 -0.32
O 5.54 1.44 -0.03
O 6.06 3.00 -1.56
H 7.12 4.58 -2.37
H 5.65 5.02 -1.46
H 8.34 4.07 -0.32
H 7.24 5.29 0.37
C 7.03 -1.27 -1.08
C 6.87 -1.84 0.32
O 7.35 -3.18 0.15
C 8.17 -3.22 -0.93
O 8.83 -4.15 -1.24
O 8.12 -2.05 -1.59
H 7.29 -0.21 -1.08
H 6.16 -1.44 -1.70
H 7.49 -1.34 1.06
H 5.84 -1.86 0.67
C -3.09 6.54 -1.48
C -3.45 6.08 -2.88
O -3.78 4.70 -2.67
C -4.13 4.53 -1.38
O -4.62 3.54 -0.93
O -3.87 5.64 -0.67
H -3.38 7.57 -1.26
H -2.04 6.39 -1.25
H -4.34 6.59 -3.28
H -2.64 6.15 -3.60
C 6.45 -2.77 -6.08
C 7.00 -2.68 -4.66
O 5.94 -1.99 -3.98
C 4.78 -2.19 -4.66
O 3.71 -1.89 -4.25
O 5.03 -2.76 -5.85
H 6.73 -3.67 -6.61
H 6.71 -1.89 -6.68
H 7.13 -3.66 -4.20
H 7.92 -2.11 -4.57
```

Atom charges from the Mulliken analysis, given in e for atoms 1 to 6: -0.51 -0.40 0.58 -0.64 -1.13 -0.03

Entry 3:
The molecule C25H22F3NS. Source: the OMol25 dataset; level of theory: the ωB97M-V functional and the def2-TZVPD basis.

## Properties
LUMO	0.0178	Ha
SMILES	Cc1ccc([C@H](Sc2cccc(C(F)(F)F)c2)c2c(C)n(C)c3ccccc23)cc1
orbital gap	7.83	eV

```
52
C25H22F3NS, DFT the ωB97M-V functional and the def2-TZVPD basis
F -0.02 -2.26 -1.64
C 1.20 -1.81 -1.23
F 2.14 -2.73 -1.62
F 1.46 -0.66 -1.92
C 1.23 -1.61 0.26
C 1.70 -0.42 0.81
C 1.85 -0.31 2.19
C 1.55 -1.39 3.02
C 1.10 -2.60 2.45
S 1.28 -4.13 3.30
C 0.85 -2.67 1.06
H 1.99 0.39 0.16
H 2.25 0.61 2.61
H 1.69 -1.34 4.10
H 0.43 -3.58 0.65
C -1.13 -1.87 4.86
C -0.82 -3.07 5.66
N -0.81 -3.01 7.02
C -1.03 -1.81 7.81
C -0.63 -4.28 7.55
C -0.57 -5.20 6.46
C -0.58 -6.56 6.77
C -0.50 -6.96 8.11
C -0.51 -6.03 9.16
C -0.58 -4.66 8.88
C -0.61 -4.39 5.25
C -0.29 -4.83 3.84
C -0.06 -6.36 3.69
C 1.16 -6.85 4.16
C 1.50 -8.19 4.03
C 0.62 -9.09 3.41
C 1.06 -10.51 3.22
C -0.63 -8.62 3.01
C -0.98 -7.27 3.15
H -0.82 -2.02 3.82
H -2.22 -1.68 4.87
H -0.60 -0.98 5.24
H -0.67 -2.00 8.82
H -0.48 -0.97 7.37
H -2.09 -1.54 7.85
H -0.67 -7.28 5.96
H -0.43 -8.02 8.34
H -0.48 -6.38 10.19
H -0.61 -3.90 9.66
H -1.05 -4.47 3.13
H 1.87 -6.18 4.65
H 2.46 -8.54 4.40
H 0.39 -11.06 2.55
H 2.08 -10.56 2.79
H 1.11 -11.06 4.17
H -1.35 -9.33 2.58
H -1.96 -6.92 2.83
```

Atom charges from the Mulliken analysis, given in e for atoms 1 to 6: -0.26 0.94 -0.24 -0.28 -0.36 -0.55

Entry 4:
A structure of composition C37H47BN7O2S4V. Source: the OMol25 dataset; level of theory: the ωB97M-V functional and the def2-TZVPD basis.

## Properties
ΔE to the lowest compared entry with this formula, charge and spin	2.3	kcal per mole
2S+1	2
charge	+3
LUMO (spin up / spin down)	-0.3518 / -0.3312	Ha
expectation value of S²	0.77
orbital gap (spin up / spin down)	6.71 / 7.29	eV

```
99
C37H47BN7O2S4V, DFT the ωB97M-V functional and the def2-TZVPD basis
V -0.57 -0.70 0.02
C -3.30 2.20 -2.74
C -2.11 2.94 -2.23
C -1.66 4.09 -2.82
C -0.54 4.78 -2.33
N 0.12 4.31 -1.29
N -0.31 3.19 -0.71
B 0.66 2.90 0.45
N 2.10 2.82 0.03
N 2.82 3.95 0.28
C 4.07 3.96 -0.13
C 4.62 2.84 -0.81
C 3.89 1.72 -1.05
C 4.48 0.53 -1.76
C 2.54 1.71 -0.58
S 1.61 0.28 -0.83
C 4.88 5.23 0.14
C 4.31 6.36 -0.71
C 6.36 5.03 -0.20
C 4.76 5.59 1.62
N 0.26 2.10 1.69
N 0.35 3.43 1.88
C 0.19 4.00 3.06
C -0.03 3.08 4.13
C -0.06 1.73 3.97
C -0.24 0.79 5.11
C 0.07 1.21 2.62
S -0.10 -0.47 2.31
C 0.21 5.49 3.24
C 1.32 5.81 4.25
C 0.44 6.19 1.91
C -1.16 5.90 3.82
C -1.37 2.49 -1.11
S -1.95 1.09 -0.19
C 0.01 6.07 -2.94
C -0.88 6.55 -4.09
C 1.42 5.77 -3.46
C 0.05 7.14 -1.85
H -3.78 2.75 -3.55
H -4.03 2.04 -1.95
H -3.01 1.22 -3.13
H -2.18 4.48 -3.68
H 5.64 2.88 -1.14
H 5.50 0.74 -2.05
H 3.90 0.29 -2.65
H 4.47 -0.35 -1.12
H 4.42 6.16 -1.78
H 4.86 7.29 -0.50
H 3.26 6.53 -0.49
H 6.51 4.83 -1.27
H 6.81 4.22 0.37
H 6.90 5.94 0.04
H 3.73 5.80 1.89
H 5.35 6.49 1.83
H 5.14 4.79 2.27
H -0.16 3.49 5.12
H -0.32 1.33 6.05
H 0.61 0.10 5.17
H -1.14 0.19 4.98
H 2.30 5.54 3.86
H 1.17 5.31 5.20
H 1.32 6.89 4.44
H 1.37 5.88 1.43
H 0.50 7.27 2.08
H -0.38 6.02 1.21
H -1.33 5.49 4.81
H -1.98 5.61 3.17
H -1.17 6.99 3.92
H -0.91 5.84 -4.92
H -0.47 7.48 -4.49
H -1.90 6.76 -3.77
H 1.40 5.04 -4.27
H 2.06 5.40 -2.66
H 1.86 6.69 -3.86
H -0.95 7.38 -1.48
H 0.49 8.05 -2.26
H 0.67 6.83 -1.00
O 1.01 -4.16 -0.88
C 0.60 -3.23 -1.46
O 0.21 -2.07 -0.54
C 0.35 -2.95 -2.86
C -0.34 -1.84 -3.33
C -0.57 -1.69 -4.69
C -0.10 -2.65 -5.57
C 0.59 -3.76 -5.11
C 0.82 -3.92 -3.76
H -0.72 -1.07 -2.67
H -1.12 -0.84 -5.06
H -0.28 -2.54 -6.64
H 0.95 -4.51 -5.81
H 1.35 -4.79 -3.38
S -3.59 -3.79 1.34
C -4.41 -2.67 0.36
C -3.57 -1.67 0.00
N -2.28 -1.80 0.49
C -2.18 -2.91 1.22
H -5.45 -2.79 0.11
H -3.82 -0.82 -0.62
H -1.26 -3.23 1.69
```

Atom charges from the Mulliken analysis, given in e for atoms 1 to 6: 0.91 -1.82 0.38 -0.20 -0.46 -0.58